15
Properties=species:S:1:pos:R:3:lowdin_charge:R:1 method="wB97M-V/def2-TZVPD" relative_energy_ev=0.000 gap_ev=11.229 total_energy_ev=-13584.2574 lumo_energy_ev=0.69
C -0.264 1.116 -0.582 -0.440
C 0.109 -0.910 1.098 -0.409
C 0.108 0.716 -2.008 0.029
C 0.592 -0.577 -1.348 -0.272
C -0.486 -0.131 2.312 0.018
N 0.197 -0.095 -0.058 0.086
O -0.769 2.028 -0.034 0.132
O 0.423 -2.074 1.050 0.110
F 1.999 -0.623 -1.443 -0.006
H -0.935 0.493 -2.459 0.157
H 0.867 1.323 -2.634 0.160
H 0.265 -1.591 -1.542 0.159
H -0.485 1.037 2.009 0.117
H -0.061 -0.381 3.301 0.084
H -1.559 -0.330 2.338 0.076

---

15
Properties=species:S:1:pos:R:3:lowdin_charge:R:1 method="wB97M-V/def2-TZVPD" relative_energy_ev=2.854 gap_ev=9.394 total_energy_ev=-9869.8042 lumo_energy_ev=0.67 smiles="CC(=O)c1ccc[nH]1"
C 2.328 0.695 0.106 0.023
C 1.409 -0.489 -0.094 -0.365
C -0.003 -0.257 -0.084 -0.211
C -0.805 0.875 -0.161 -0.059
C -2.076 0.467 -0.036 -0.156
C -2.135 -0.904 0.025 -0.083
H 1.977 1.351 0.912 0.109
H 3.330 0.397 0.331 0.095
H 2.193 1.352 -0.489 -0.035
H -0.467 1.902 -0.533 0.146
H -2.904 1.189 -0.147 0.111
H -3.268 -1.562 0.093 0.202
H -0.618 -2.099 0.201 0.026
N -0.839 -1.301 0.090 0.126
O 1.879 -1.616 -0.213 0.071

---

20
Properties=species:S:1:pos:R:3:lowdin_charge:R:1 method="wB97M-V/def2-TZVPD" relative_energy_ev=1.853 gap_ev=10.969 total_charge=+1 total_energy_ev=-9379.7303 lumo_energy_ev=-4.08
C 1.285 -0.609 2.051 -0.103
C 1.820 -0.167 0.678 -0.215
C 1.348 1.280 0.347 -0.151
N -0.146 1.321 0.406 0.067
C -0.819 1.061 -0.702 -0.120
N -1.985 0.430 -0.744 0.193
H 1.239 0.257 2.727 0.088
H 2.001 -1.293 2.497 0.080
H 0.335 -1.143 2.037 0.073
H 1.421 -0.782 -0.132 0.109
H 2.913 -0.254 0.704 0.123
H 1.781 1.419 -0.656 0.128
H 1.675 1.990 1.097 0.122
H -0.496 0.642 1.090 0.133
H -0.218 1.355 -1.584 0.172
H -2.135 -0.383 -1.350 0.077
H -2.451 0.303 0.148 0.140
H -2.093 -1.230 -3.144 0.055
H -2.994 -2.403 -3.001 0.068
O -2.482 -1.794 -2.470 -0.039

---

8
Properties=species:S:1:pos:R:3:lowdin_charge:R:1 method="wB97M-V/def2-TZVPD" relative_energy_ev=2.079 gap_ev="7.204 / 5.731" spin_multiplicity=3 total_energy_ev=-163856.3064 lumo_energy_ev="0.35 / -2.98"
C 0.224 0.988 -1.348 -0.682
C 1.226 1.635 -1.109 -0.774
S -1.282 0.327 -1.633 0.711
S -0.267 -0.475 3.075 0.151
Br -0.996 1.531 2.602 0.057
Br 2.674 2.603 -0.847 0.790
H -1.364 -0.655 -0.555 -0.061
H 0.442 -0.402 4.238 -0.192